# C49H88B2ClN3O24PS

A cluster of 7 separate species, C49H88B2ClN3O24PS in total in a non-equilibrium geometry (ωB97M-V/def2-TZVPD, OMol25).

Positions of all 169 atoms, in Å:
H: 5.02 -1.12 4.85
C: 7.18 2.54 3.96
H: 4.98 8.43 0.45
H: -2.60 -1.16 -6.47
H: -3.55 -10.99 -0.39
H: -4.91 -10.31 2.82
C: 4.84 0.69 -9.56
B: 1.76 1.87 2.37
C: 3.47 -2.21 -9.11
C: -6.84 -1.32 -7.63
H: -3.46 -1.41 3.41
O: 2.46 2.75 3.33
C: -7.75 -0.66 -8.64
H: 0.88 -1.64 -7.09
C: 2.78 1.20 6.88
C: -1.62 -1.61 -6.61
C: 0.19 5.45 3.11
H: -2.66 1.99 0.63
C: -1.43 0.18 0.14
H: -0.82 -3.42 -7.51
H: -0.14 -2.85 3.09
O: 4.81 5.94 1.41
O: 0.62 -1.94 -3.87
H: -6.78 2.11 1.87
H: 5.61 7.36 -0.79
H: 6.26 4.95 -0.59
C: -1.40 -1.03 2.58
C: -3.55 0.70 2.97
C: -5.93 1.97 2.67
H: -5.41 -0.11 2.03
O: -1.03 2.57 -0.54
O: -3.58 -3.73 1.79
C: -3.61 -8.58 3.06
H: -1.59 6.28 7.04
H: -5.29 1.58 -8.45
H: 1.37 -3.17 -6.32
C: 6.74 0.32 5.57
C: -2.75 -10.24 1.46
H: 2.03 -2.06 6.15
H: 3.94 1.05 7.01
C: -5.08 0.98 -7.56
O: 2.51 -2.90 -8.81
H: 5.25 3.54 -0.79
H: 4.70 5.11 -1.45
C: 5.02 -0.39 -8.52
H: 8.45 2.00 5.92
H: -1.24 -2.30 4.45
H: 3.04 2.23 3.93
H: -4.58 -9.79 0.40
H: -2.40 -3.61 -6.78
H: -4.29 1.47 -6.98
H: 2.31 1.52 -2.00
H: 5.26 -2.14 -10.36
O: 3.52 4.19 0.97
H: -0.60 -3.22 0.84
H: 5.74 1.31 -9.64
H: 5.87 -1.04 -8.73
C: 0.13 6.93 5.99
H: 6.73 8.40 0.11
H: 3.99 1.34 -9.31
H: -1.72 -10.51 1.21
H: -0.88 0.93 3.33
H: 6.87 6.06 1.02
H: -0.31 2.04 5.16
O: 0.25 1.57 5.82
H: -2.25 -2.76 -8.33
H: 4.62 0.27 -10.55
C: 0.23 -1.93 -5.03
H: 0.62 6.25 2.50
H: -0.77 -1.74 -2.08
H: -4.62 1.14 0.92
C: 7.56 1.66 5.25
H: -1.89 6.78 5.35
O: -1.40 -5.27 2.46
H: -1.03 -0.89 -7.17
C: 2.06 -1.11 6.79
H: 2.02 5.01 4.13
H: -8.79 -0.68 -8.30
C: 5.19 0.71 3.34
H: -7.15 -2.36 -7.49
N: 0.54 -3.28 -1.45
H: -3.13 -11.05 2.09
C: 4.03 0.28 2.26
H: 2.66 2.27 6.46
H: -2.52 -0.19 -0.06
C: 0.97 -0.55 1.24
C: 1.20 -2.11 -6.16
C: -0.62 -0.85 1.14
C: 1.58 0.27 2.50
C: -2.97 -0.74 2.58
H: -5.63 -8.73 2.42
O: 1.07 6.51 5.12
H: 5.75 2.64 2.09
H: -3.98 0.72 4.05
C: 1.85 0.79 -1.21
H: -6.38 5.13 1.74
O: -5.49 -1.37 -8.11
C: 6.01 6.71 1.24
H: 4.24 -3.54 -10.56
H: 5.22 0.08 -7.55
C: -4.59 -0.38 -7.98
C: -1.23 -2.47 3.30
H: -4.40 -4.20 2.07
N: -0.77 -0.07 3.59
O: -4.03 4.02 2.21
N: 2.32 0.12 5.94
O: -1.08 -1.83 -5.30
H: 0.78 -3.23 -2.47
B: 1.05 0.52 5.21
H: 0.61 4.46 5.01
H: 1.10 -0.98 7.43
C: 1.58 0.01 -0.18
C: -1.78 -2.92 -7.35
H: -2.84 1.60 2.91
P: -2.35 -3.90 2.94
H: -6.47 1.50 3.59
H: 2.95 -1.20 7.53
C: 5.83 7.78 0.19
H: -3.12 -9.27 -0.42
O: -3.39 -7.61 3.76
O: 3.81 -1.15 -8.35
O: -2.67 -9.00 2.19
O: 1.36 2.73 1.25
S: -5.26 3.66 3.02
C: -1.53 1.71 0.56
C: -3.55 -10.07 0.19
C: -0.41 -2.38 -1.17
H: 2.14 -1.62 -5.89
C: 4.22 -2.47 -10.39
O: -3.43 -0.56 -8.26
C: 0.99 5.27 4.38
C: 5.22 4.62 -0.62
H: 2.31 1.08 7.94
C: 5.57 -0.14 4.61
C: -4.88 0.94 2.02
H: -5.96 0.96 -6.92
O: 0.35 7.90 6.69
O: -5.06 3.75 4.53
O: 2.88 -0.30 2.80
O: -3.05 -4.32 4.29
H: 0.19 4.53 2.52
H: -7.47 0.38 -8.82
H: -0.77 3.45 -0.18
Cl: 1.89 -2.20 1.31
C: 0.71 -0.24 3.80
H: -2.11 -2.28 0.27
C: 4.47 4.88 0.65
H: -0.98 0.21 -0.93
C: 6.00 2.02 3.04
H: 1.09 -1.31 3.99
H: 2.17 3.11 0.80
H: -1.22 -0.15 4.54
H: -3.51 -1.10 1.61
H: -6.89 -0.85 -6.65
O: 4.42 0.41 1.06
H: 7.07 -0.28 6.51
O: -6.51 4.77 2.66
C: -4.95 -9.26 3.09
H: 3.70 -1.98 -11.21
H: -1.17 5.20 5.74
H: -1.07 2.04 1.55
H: -7.69 -1.17 -9.61
H: -1.85 -6.10 2.77
C: -0.94 -2.26 0.33
H: -5.33 -9.22 4.11
H: -0.84 5.73 3.32
H: 7.81 3.48 3.75
H: 6.22 7.18 2.20
C: -1.20 6.25 6.02

Results
Net charge: +1
Largest force on an atom in eV/A: 7.59
HOMO level in eV: -10.8
2S+1: 1
Lowest unoccupied orbital energy in eV: -2.66